Formula: C6H7N3O2
Source: the OMol25 dataset
Level of theory: the ωB97M-V functional and the def2-TZVPD basis

Output
HOMO energy (spin up / spin down)	-0.29760 / -0.34047	hartree
LUMO level (spin up / spin down)	-0.05 / -3.13	eV
spin multiplicity	3
relative energy (zero: lowest compared OMol25 entry of this formula, charge and spin)	643.6	kJ/mol
orbital gap (spin up / spin down)	8.050 / 6.136	eV
⟨S²⟩	2.051

Geometry (Å):
C 1.038 -0.418 -0.710
C 0.301 0.203 -1.658
C -1.278 -0.559 1.593
C -1.025 0.603 -0.821
C -1.556 -0.373 0.268
C 0.683 0.041 2.894
N 0.960 -0.511 0.632
N 0.068 -0.278 1.562
N 0.475 0.152 -3.047
O 1.612 -0.042 -3.352
O -0.412 0.299 -3.837
H 1.849 -0.962 -1.001
H -1.750 0.737 -1.599
H -1.005 1.655 -0.390
H -2.452 -0.897 -0.023
H -0.088 0.706 3.348
H 0.844 -0.848 3.345
H 1.737 0.492 2.796

Mulliken population analysis, charges in e, atoms 1 to 5:
1 C -0.15
2 C 0.16
3 C -0.36
4 C -0.77
5 C -0.27

---

Formula: C6H7N3O2PS
Source: the OMol25 dataset
Level of theory: the ωB97M-V functional and the def2-TZVPD basis

Output
HOMO energy	-0.19436	hartree
LUMO level	2.51	eV
spin multiplicity	1
relative energy (zero: lowest compared OMol25 entry of this formula, charge and spin)	34.8	kJ/mol
orbital gap	7.800	eV
net charge	-1

Geometry (Å):
C -1.770 -2.207 1.562
C 1.990 2.285 -1.288
C 1.252 1.106 -1.272
C 0.153 2.706 -0.267
C -0.453 -1.811 1.831
C 0.620 -2.355 0.965
N -2.833 -2.407 1.264
N 1.287 3.270 -0.624
N 0.069 1.350 -0.679
O -2.545 1.117 -0.585
O -1.179 -0.158 -2.406
P -1.357 0.335 -1.023
S 0.735 -2.869 2.689
H 2.943 2.470 -1.757
H 1.578 0.137 -1.660
H -0.646 3.264 0.123
H -1.343 -0.668 0.000
H -0.404 -0.861 2.180
H 1.460 -1.549 0.603
H 0.443 -3.155 0.344

Mulliken population analysis, charges in e, atoms 1 to 5:
1 C 0.36
2 C -0.47
3 C -0.27
4 C -0.23
5 C -0.43

---

Formula: C6H7N3O4
Source: the OMol25 dataset
Level of theory: the ωB97M-V functional and the def2-TZVPD basis

Output
HOMO energy	-0.30621	hartree
LUMO level	-2.46	eV
spin multiplicity	1
relative energy (zero: lowest compared OMol25 entry of this formula, charge and spin)	494.5	kJ/mol
orbital gap	5.875	eV

Geometry (Å):
C 2.435 0.093 1.183
C 2.849 -0.329 2.455
C 1.031 -0.144 1.202
C 0.175 1.025 -0.657
C -1.548 -0.292 -1.802
C -2.622 -0.577 -0.693
N 0.681 -0.628 2.379
N -0.917 0.934 -1.518
N 0.110 -0.082 0.154
O 0.893 2.027 -0.752
O 1.836 -0.737 3.144
O -0.637 -1.280 -1.975
O -2.815 0.332 0.216
H 3.076 0.298 0.442
H 3.836 -0.131 2.910
H -2.208 -0.178 -2.660
H -3.012 -1.528 -0.671
H -0.908 1.627 -2.296
H -0.197 -1.407 -1.152
H -2.059 0.976 0.089

Mulliken population analysis, charges in e, atoms 1 to 5:
1 C -0.39
2 C -0.29
3 C 0.32
4 C 0.39
5 C 0.12

---

Formula: C6H7N3S
Source: the OMol25 dataset
Level of theory: the ωB97M-V functional and the def2-TZVPD basis

Output
HOMO energy (spin up / spin down)	-0.28428 / -0.28430	hartree
LUMO level (spin up / spin down)	-0.19 / -0.19	eV
spin multiplicity	1
relative energy (zero: lowest compared OMol25 entry of this formula, charge and spin)	484.2	kJ/mol
orbital gap (spin up / spin down)	7.546 / 7.549	eV

Geometry (Å):
C -2.737 0.619 1.103
C -2.736 1.670 0.177
C -0.639 0.457 0.407
C 1.884 -2.560 -0.264
C 1.916 1.402 -0.999
C 0.931 -2.084 0.490
N -1.531 -0.064 1.139
N 1.662 0.352 -0.386
N 0.629 0.076 0.455
S -1.153 1.854 -0.546
H -3.646 0.134 1.529
H -3.507 2.347 -0.270
H 2.033 -3.571 -0.393
H 2.604 -1.828 -0.872
H 2.721 1.298 -1.809
H 1.375 2.347 -0.838
H 0.193 -2.448 1.077

Mulliken population analysis, charges in e, atoms 1 to 5:
1 C -0.53
2 C -0.12
3 C 0.67
4 C -0.46
5 C -0.39

---

The highest relative energy (zero: lowest compared OMol25 entry of this formula, charge and spin) belongs to which entry? C6H7N3O2